1.
{
  "formula": "C52H63O5OsS2Se",
  "method": "ωB97M-V/def2-TZVPD",
  "elements": ["Os", "C", "C", "C", "C", "C", "C", "C", "Se", "C", "C", "C", "C", "C", "C", "O", "C", "C", "C", "C", "C", "C", "C", "C", "C", "O", "C", "C", "C", "C", "C", "C", "H", "H", "H", "H", "H", "H", "H", "H", "H", "H", "H", "H", "H", "H", "H", "H", "H", "H", "H", "H", "H", "H", "H", "H", "H", "H", "H", "H", "H", "H", "H", "H", "H", "H", "H", "H", "H", "H", "H", "H", "O", "S", "C", "C", "C", "C", "C", "C", "C", "C", "C", "C", "C", "C", "H", "H", "H", "H", "H", "H", "H", "H", "H", "H", "C", "C", "O", "S", "C", "C", "C", "C", "C", "C", "C", "C", "H", "H", "H", "H", "H", "H", "H", "C", "C", "O", "H", "H", "H", "H", "H", "H"],
  "coordinates": [[-0.49650, -0.14349, 0.11267], [5.00374, 3.27437, 3.49480], [4.57871, 2.01147, 4.25608], [4.40028, 2.37938, 5.73142], [5.68605, 0.94784, 4.15855], [3.30700, 1.43399, 3.64152], [3.29774, 1.04265, 2.30880], [2.17700, 0.44764, 1.76446], [2.33593, -0.42441, 0.01010], [2.13004, 0.59087, -1.65664], [3.30263, 1.00379, -2.25991], [3.31568, 1.41901, -3.58340], [2.10604, 1.38560, -4.27603], [0.90749, 0.96485, -3.72060], [0.90437, 0.56426, -2.35767], [-0.22559, 0.16661, -1.78163], [-0.37455, 0.90750, -4.56341], [-1.44189, 1.85098, -3.97840], [-0.11117, 1.34203, -6.00685], [-0.91595, -0.53678, -4.61427], [4.62989, 1.83785, -4.23389], [4.46788, 2.17241, -5.71854], [5.17342, 3.08001, -3.50997], [5.64267, 0.68658, -4.11302], [1.02822, 0.16193, 2.53057], [-0.00462, -0.49730, 1.98654], [1.01300, 0.57701, 3.88388], [2.14836, 1.20543, 4.38118], [-0.20193, 0.32068, 4.78910], [0.01564, 0.88724, 6.19379], [-1.45964, 0.99465, 4.21741], [-0.43120, -1.19514, 4.92965], [5.92788, 3.66939, 3.91967], [4.23400, 4.04522, 3.57438], [5.17731, 3.07419, 2.43661], [5.34173, 2.77044, 6.11783], [4.13169, 1.50914, 6.33269], [3.63865, 3.15156, 5.86238], [6.58520, 1.29446, 4.67090], [5.94784, 0.73277, 3.12173], [5.36027, 0.01784, 4.62762], [4.16727, 1.19233, 1.68082], [4.21820, 0.98281, -1.68305], [2.10176, 1.69152, -5.31037], [-1.07339, 2.87810, -3.95915], [-1.72020, 1.56568, -2.96745], [-2.33760, 1.81910, -4.60220], [0.23286, 2.37613, -6.06278], [-1.04394, 1.27419, -6.56746], [0.61786, 0.69386, -6.49699], [-1.31966, -0.83996, -3.65253], [-0.12469, -1.23201, -4.90495], [-1.71646, -0.60493, -5.35334], [3.80026, 3.02252, -5.86957], [4.09085, 1.31704, -6.28216], [5.44225, 2.43744, -6.12940], [4.44969, 3.89548, -3.55337], [6.09708, 3.41017, -3.98862], [5.38870, 2.86904, -2.46155], [5.24051, -0.22486, -4.55894], [5.89700, 0.47632, -3.07382], [6.56360, 0.94770, -4.63694], [2.13558, 1.51331, 5.41508], [0.18144, 1.96622, 6.16846], [0.85584, 0.40764, 6.69920], [-0.87835, 0.70374, 6.79116], [-1.31300, 2.07376, 4.14333], [-2.30861, 0.81102, 4.87992], [-1.70754, 0.62010, 3.22738], [0.46143, -1.68034, 5.33011], [-0.66263, -1.64554, 3.96886], [-1.26122, -1.38362, 5.61511], [-2.80901, -0.52533, -0.27624], [-3.79668, -1.61815, -0.59060], [-5.37298, -0.98895, 0.00841], [-6.53407, -1.64281, -0.37248], [-7.74916, -1.18145, 0.10811], [-7.78697, -0.07640, 0.94866], [-6.61671, 0.58937, 1.28568], [-5.39474, 0.13564, 0.81259], [-3.57067, -2.88470, 0.67791], [-3.95382, -4.18114, 0.36910], [-3.75576, -5.18340, 1.30674], [-3.18988, -4.87650, 2.53676], [-2.81546, -3.57142, 2.83206], [-2.99686, -2.56552, 1.89578], [-6.48890, -2.49560, -1.04005], [-8.66704, -1.67704, -0.17738], [-8.73401, 0.27107, 1.33917], [-6.65411, 1.46662, 1.91762], [-4.47152, 0.65099, 1.04554], [-4.39097, -4.39975, -0.59896], [-4.04217, -6.20141, 1.07836], [-3.03457, -5.66098, 3.26539], [-2.38618, -3.34384, 3.79862], [-2.69771, -1.54442, 2.10670], [0.76225, 4.89468, 6.84234], [1.14487, 6.33948, 6.66205], [1.63848, 7.01654, 7.51496], [0.69886, 7.18865, 5.12167], [0.38086, 5.91122, 3.92514], [1.42875, 5.12759, 3.44455], [1.17608, 4.11719, 2.54001], [-0.12729, 3.90240, 2.07484], [-1.16124, 4.73414, 2.50694], [-0.90615, 5.73320, 3.42995], [-0.35961, 2.78524, 1.22892], [-0.48387, 1.75550, 0.58487], [1.34500, 4.48052, 7.66377], [0.90180, 4.30377, 5.94438], [-0.29525, 4.86151, 7.11361], [2.43942, 5.31906, 3.78188], [1.97689, 3.47770, 2.18976], [-2.16525, 4.57745, 2.13511], [-1.70388, 6.37762, 3.77417], [-0.27081, -4.66249, -1.14844], [-0.66840, -3.21930, -1.36365], [-0.43575, -2.44372, -0.16933], [-0.47246, -5.24210, -2.04781], [-0.83244, -5.09648, -0.31945], [0.79767, -4.73617, -0.93129], [-1.73285, -3.14518, -1.58525], [-0.11695, -2.77755, -2.19689], [0.30555, -2.82822, 0.31560]],
  "s2": 6.048,
  "charge": 1,
  "gap_ev": [8.325, 5.872],
  "multiplicity": 5,
  "homo_energy_ev": [-10.394, -10.428]
}

2.
{
  "formula": "C2H6N4S",
  "method": "ωB97M-V/def2-TZVPD",
  "elements": ["C", "C", "N", "N", "N", "N", "S", "H", "H", "H", "H", "H", "H"],
  "coordinates": [[0.01390, -0.80712, -0.59017], [0.55155, -0.32681, 0.72939], [4.01722, -1.70673, -0.44518], [0.33778, 1.04708, 0.95593], [1.30661, 1.79074, 0.70123], [3.34501, -2.01886, -1.27818], [2.78127, 1.66540, 0.11113], [-1.10529, -0.82841, -0.65495], [0.30949, -0.19710, -1.51372], [0.18402, -1.93782, -0.96381], [1.64307, -0.68526, 0.68563], [0.10761, -0.75108, 1.56942], [1.07009, 2.84878, 0.78264]],
  "de_lowest_kj_mol": 188.6,
  "gap_ev": 8.788,
  "multiplicity": 1,
  "homo_energy_ev": -8.878,
  "smiles": "CC/N=[NH+]\\[S-].N#N"
}

3.
{
  "formula": "C5H9N2",
  "method": "ωB97M-V/def2-TZVPD",
  "elements": ["C", "C", "C", "C", "C", "N", "N", "H", "H", "H", "H", "H", "H", "H", "H", "H"],
  "coordinates": [[1.53551, -1.18922, 0.32500], [-0.63889, 1.27850, -0.68883], [0.11531, -1.20579, -0.18860], [-0.00475, 2.54038, -0.50731], [-0.86948, -1.80309, 0.79586], [1.85396, 0.06258, 0.40267], [-0.04515, 0.23151, -0.35222], [2.16887, -2.03191, 0.50752], [-1.63097, 1.23290, -1.01349], [0.11429, -1.68545, -1.23092], [0.99138, 2.35863, -0.90343], [-0.44765, 3.35728, -1.06647], [0.08490, 2.81463, 0.50544], [-0.60164, -2.91871, 0.75422], [-1.97267, -1.69978, 0.73186], [-0.65302, -1.34246, 1.92869]],
  "de_lowest_kj_mol": 610.6,
  "charge": 1,
  "gap_ev": [9.668, 8.709],
  "multiplicity": 1,
  "homo_energy_ev": [-15.276, -15.015]
}

What did the third record say?
{
  "formula": "C5H9N2",
  "method": "ωB97M-V/def2-TZVPD",
  "elements": ["C", "C", "C", "C", "C", "N", "N", "H", "H", "H", "H", "H", "H", "H", "H", "H"],
  "coordinates": [[1.53551, -1.18922, 0.32500], [-0.63889, 1.27850, -0.68883], [0.11531, -1.20579, -0.18860], [-0.00475, 2.54038, -0.50731], [-0.86948, -1.80309, 0.79586], [1.85396, 0.06258, 0.40267], [-0.04515, 0.23151, -0.35222], [2.16887, -2.03191, 0.50752], [-1.63097, 1.23290, -1.01349], [0.11429, -1.68545, -1.23092], [0.99138, 2.35863, -0.90343], [-0.44765, 3.35728, -1.06647], [0.08490, 2.81463, 0.50544], [-0.60164, -2.91871, 0.75422], [-1.97267, -1.69978, 0.73186], [-0.65302, -1.34246, 1.92869]],
  "de_lowest_kj_mol": 610.6,
  "charge": 1,
  "gap_ev": [9.668, 8.709],
  "multiplicity": 1,
  "homo_energy_ev": [-15.276, -15.015]
}